1.
Density functional theory data (ωB97M-V/def2-TZVPD) for the molecule C33H27BF10O2S.

Geometry as XYZ:
```
74
Properties=species:S:1:pos:R:3:lowdin_charge:R:1
F -1.19 -3.75 -2.84 0.085
C -1.47 -2.41 -2.63 -0.206
C -2.65 -1.87 -3.08 0.075
C -2.82 -0.52 -2.79 -0.166
F -3.81 0.14 -3.51 0.059
C -2.01 0.23 -1.90 0.057
C -0.83 -0.28 -1.37 -0.077
C 0.08 0.16 -0.18 -0.225
C -0.24 -0.84 0.92 -0.070
C -1.50 -1.10 1.32 -0.031
C -1.76 -2.21 2.20 -0.207
C -2.78 -2.13 3.16 0.044
C -2.97 -3.22 4.01 -0.228
F -3.89 -3.13 5.03 0.042
C -2.21 -4.39 3.91 0.067
C -1.22 -4.43 2.94 -0.231
F -0.43 -5.55 2.81 0.041
C -0.95 -3.36 2.09 0.042
C -0.49 -1.66 -1.87 -0.011
H -3.35 -2.44 -3.69 0.147
H -2.34 1.24 -1.65 0.133
H 1.05 -0.22 -0.58 0.130
H 0.62 -1.41 1.30 0.138
H -2.33 -0.45 1.02 0.145
H -3.36 -1.21 3.28 0.130
H -2.38 -5.24 4.56 0.130
H -0.14 -3.37 1.36 0.119
H -0.05 -2.30 -1.09 0.156
C 2.83 4.40 -1.05 -0.140
C 2.12 3.23 -0.48 -0.671
C 2.78 2.19 0.20 -0.171
C 1.94 1.27 0.78 -0.168
C 0.46 1.44 0.54 -0.529
B 0.51 -1.69 -3.36 -0.500
C -0.31 1.68 1.84 -0.177
C -1.49 2.40 1.85 0.030
C -2.31 2.34 2.98 -0.100
C -3.68 2.94 2.95 -0.509
F -3.85 3.82 3.99 0.121
F -3.94 3.62 1.79 0.117
F -4.66 1.98 3.08 0.110
C -1.93 1.65 4.12 0.050
C -0.68 1.04 4.15 -0.091
C -0.22 0.26 5.36 -0.499
F 0.09 -1.05 5.02 0.106
F 0.92 0.80 5.90 0.126
F -1.16 0.19 6.33 0.121
C 0.14 1.08 3.03 0.047
O 0.32 -0.69 -4.26 0.109
C 1.27 0.44 -4.10 -0.037
C 2.70 -0.13 -4.00 -0.520
C 3.07 -0.74 -5.35 -0.033
C 3.66 1.02 -3.67 -0.027
C 2.81 -1.24 -2.93 -0.067
O 1.73 -2.21 -3.05 0.115
S 0.43 2.97 -0.56 1.001
H 3.87 4.40 -0.72 0.078
H 2.81 4.39 -2.15 0.062
H 2.33 5.31 -0.71 0.067
H 3.87 2.17 0.28 0.112
H 2.29 0.44 1.41 0.090
H -1.79 3.00 0.98 0.105
H -2.58 1.60 4.98 0.136
H 1.12 0.60 3.07 0.130
H 1.14 1.04 -5.01 0.146
H 1.04 1.05 -3.21 0.132
H 4.07 -1.18 -5.28 0.096
H 2.34 -1.51 -5.60 0.095
H 3.07 0.04 -6.12 0.097
H 4.70 0.67 -3.59 0.099
H 3.62 1.81 -4.44 0.099
H 3.38 1.47 -2.72 0.077
H 3.73 -1.82 -3.09 0.142
H 2.83 -0.79 -1.92 0.133
```

## Properties
E_HOMO, eV: -4.8
LUMO level, eV: -1.850
Energy above the lowest of the compared OMol25 structures with the same formula, charge and spin, kJ/mol: 317.53
Total charge: 0

2.
Density functional theory data (ωB97M-V/def2-TZVPD) for a cluster of 2 separate species, C9H8OSi in total.

Geometry as XYZ:
```
19
Properties=species:S:1:pos:R:3:lowdin_charge:R:1
C 2.25 -0.49 -3.25 0.009
C 2.40 -0.10 -2.11 -0.377
C -2.80 0.48 0.41 -0.059
C -2.46 0.04 1.75 -0.073
C -1.89 0.31 -0.64 -0.077
C -1.18 -0.38 2.03 -0.011
C -0.63 -0.20 -0.33 -0.105
C -0.23 -0.51 0.93 -0.261
C 1.14 -0.77 1.26 -0.299
O 1.62 -1.40 2.12 0.095
Si 2.62 0.63 -0.43 0.680
H 2.27 -0.75 -4.31 0.040
H -3.80 0.88 0.15 0.106
H -3.16 0.27 2.57 0.109
H -2.03 0.55 -1.73 0.121
H -0.70 -0.43 3.02 0.122
H 0.14 -0.57 -1.15 0.115
H 2.44 2.11 -0.65 -0.083
H 4.00 0.33 0.37 -0.053
```

## Properties
E_HOMO, eV: -8.0
LUMO level, eV: -0.179
Energy above the lowest of the compared OMol25 structures with the same formula, charge and spin, kJ/mol: 93.68
Total charge: 0

3.
Density functional theory data (ωB97M-V/def2-TZVPD) for a structure of composition C62H61CoN4O9.

Geometry as XYZ:
```
137
Properties=species:S:1:pos:R:3:mulliken_spin:R:1
Co 0.81 0.35 -0.56 1.865
C 3.32 -3.67 4.35 -0.001
C 2.54 -2.70 3.50 0.000
C 1.94 -1.59 4.05 0.003
C 1.18 -0.69 3.29 0.001
C 0.69 0.58 3.65 -0.006
N 1.39 1.56 4.28 0.000
C 2.81 1.37 4.47 0.002
C 3.56 1.06 3.16 0.013
C 4.26 2.26 2.54 0.053
N 3.41 3.40 2.35 0.068
C 3.41 4.20 1.27 0.437
C 3.53 3.87 -0.08 -0.230
C 4.02 4.89 -0.93 0.352
C 4.04 4.78 -2.31 -0.093
C 4.70 5.80 -3.19 0.008
C 3.41 3.69 -2.87 0.275
C 2.81 2.68 -2.10 -0.025
C 2.07 1.69 -2.79 0.021
N 1.27 0.78 -2.34 -0.026
C 0.82 -0.20 -3.31 0.006
C 1.66 -1.49 -3.21 0.002
C 2.64 -1.40 -2.03 0.024
N 2.00 -1.13 -0.77 0.039
C 1.46 -2.28 -0.14 -0.030
C 1.64 -2.11 1.34 0.055
C 2.41 -2.94 2.13 0.000
C 1.00 -0.97 1.88 -0.006
O 0.35 -0.14 1.16 -0.061
C 2.99 2.64 -0.66 -0.002
O 2.68 1.64 0.03 0.081
H 3.49 -3.27 5.34 0.000
H 4.28 -3.91 3.89 0.000
H 2.76 -4.60 4.46 0.000
H 2.04 -1.43 5.12 0.000
H -0.19 0.92 3.13 -0.001
H 1.11 2.47 3.90 0.002
H 2.94 0.54 5.17 0.000
H 3.22 2.27 4.95 -0.001
H 2.85 0.70 2.41 0.012
H 4.29 0.27 3.32 -0.006
H 4.63 1.96 1.55 -0.019
H 5.12 2.55 3.17 0.020
H 2.92 3.75 3.16 -0.004
H 3.28 5.25 1.49 0.075
H 4.42 5.78 -0.46 -0.022
H 5.33 6.47 -2.61 0.000
H 3.96 6.40 -3.72 -0.004
H 5.32 5.30 -3.93 -0.005
H 3.37 3.61 -3.95 0.025
H 2.19 1.74 -3.88 -0.010
H 0.89 0.22 -4.32 0.000
H -0.22 -0.43 -3.08 0.002
H 2.23 -1.66 -4.13 -0.002
H 1.00 -2.34 -3.05 -0.005
H 3.37 -0.61 -2.24 0.002
H 3.20 -2.35 -1.97 -0.001
H 1.96 -3.20 -0.49 0.009
H 2.92 -3.78 1.68 0.001
C -4.28 -3.90 1.18 0.000
C -4.19 -2.90 0.01 0.000
C -5.56 -2.76 -0.66 0.000
O -3.28 -3.35 -0.98 0.000
C -2.14 -2.53 -0.98 0.004
C -2.43 -1.38 0.00 0.000
O -3.74 -1.66 0.49 0.000
C -2.28 0.06 -0.61 -0.019
O -1.04 0.20 -1.16 0.104
C -2.59 1.11 0.47 -0.002
C -2.86 0.81 1.80 0.000
C -3.17 1.82 2.70 0.000
C -3.23 3.14 2.29 0.000
C -2.97 3.45 0.96 -0.001
C -2.66 2.45 0.07 0.004
C -3.34 0.37 -1.69 0.005
C -4.70 0.31 -1.42 0.001
C -5.62 0.73 -2.36 0.001
C -5.20 1.27 -3.56 -0.001
C -3.85 1.38 -3.82 0.000
C -2.92 0.93 -2.90 0.005
C -0.84 -3.34 -0.63 -0.005
O 0.07 -2.27 -0.53 -0.014
C -0.49 -4.30 -1.77 0.003
C -1.28 -4.42 -2.91 0.000
C -0.96 -5.32 -3.91 0.000
C 0.17 -6.11 -3.82 0.000
C 0.97 -6.00 -2.69 0.000
C 0.63 -5.13 -1.67 0.001
C -1.04 -4.18 0.63 -0.002
C -0.82 -3.67 1.90 -0.001
C -0.96 -4.46 3.03 0.000
C -1.41 -5.76 2.92 0.000
C -1.70 -6.26 1.66 0.000
C -1.51 -5.49 0.53 0.000
H -4.38 -4.91 0.79 0.000
H -5.14 -3.66 1.80 0.000
H -3.38 -3.84 1.79 0.000
H -5.97 -3.75 -0.87 0.000
H -5.43 -2.21 -1.59 0.000
H -6.24 -2.21 -0.01 0.000
H -1.98 -2.09 -1.97 0.003
H -1.72 -1.42 0.83 0.000
H -2.84 -0.20 2.14 0.000
H -3.39 1.57 3.73 0.000
H -3.46 3.92 3.00 0.000
H -3.03 4.48 0.63 0.000
H -2.46 2.69 -0.96 0.000
H -5.03 -0.04 -0.45 0.000
H -6.68 0.67 -2.13 0.000
H -5.92 1.63 -4.28 0.000
H -3.50 1.85 -4.73 0.000
H -1.87 1.05 -3.07 0.000
H -2.19 -3.85 -3.00 0.000
H -1.61 -5.41 -4.77 0.000
H 0.42 -6.81 -4.60 0.000
H 1.85 -6.63 -2.59 0.000
H 1.22 -5.12 -0.77 0.001
H -0.50 -2.65 2.03 0.002
H -0.73 -4.05 4.01 0.000
H -1.52 -6.39 3.79 0.000
H -2.08 -7.27 1.55 0.000
H -1.73 -5.90 -0.44 0.000
O -0.24 3.73 -1.93 0.002
C -0.01 4.79 -1.14 -0.014
C -0.07 6.06 -1.71 0.005
C 0.16 7.19 -0.96 0.001
C 0.42 7.08 0.39 0.005
C 0.46 5.83 0.98 -0.001
C 0.25 4.68 0.24 0.005
C 0.35 3.32 0.91 0.004
O 0.53 3.28 2.13 0.005
O 0.21 2.34 0.12 0.003
H -0.13 2.93 -1.33 -0.004
H -0.29 6.11 -2.77 0.000
H 0.13 8.16 -1.44 0.000
H 0.60 7.97 0.98 0.000
H 0.64 5.73 2.04 0.006
```

## Properties
E_HOMO (alpha / beta), eV: -2.5 / -4.4
LUMO level (alpha / beta), eV: 1.332 / 1.364
Total charge: -1
Spin multiplicity: 4

| no. | DFT total energy (hartree) | largest force on an atom (eV/A) |
| --- | --- | --- |
| 1 | -2845.7583 | 3.5 |
| 2 | -712.3126 | 3.7 |
| 3 | -4678.1817 | 2.8 |